(1)
The following is a quantum chemistry calculation of a single C6H6O molecule at a distorted geometry, from the Open Molecules 2025 dataset.

Last columns: bonded neighbours and bond lengths (Å).
Cartesian coordinates (Å):
1 H 3.3003 -0.1321 -0.0669  C12 1.127
2 H -2.4149 -0.8056 0.5969  C13 1.035
3 H 2.0550 2.0361 0.0997  C7 1.064
4 C -0.1142 1.3558 -0.1187  C7 1.531, C10 1.457
5 H -2.6389 -0.2258 -0.8444  C13 1.030
6 O 1.5086 -1.1332 -0.0226  C8 1.332, C12 1.366
7 C 1.3959 1.2006 0.0772  H3 1.064, C4 1.531, C12 1.401
8 C 0.1775 -1.1253 -0.0798  O6 1.332, C10 1.377, H11 0.997
9 H -2.5796 0.8529 0.4920  C13 1.079
10 C -0.6202 -0.0058 -0.0034  C4 1.457, C8 1.377, C13 1.501
11 H -0.1401 -2.0654 -0.1736  C8 0.997
12 C 2.1919 0.0484 0.0270  H1 1.127, O6 1.366, C7 1.401
13 C -2.1213 -0.0005 0.0167  H2 1.035, H5 1.030, H9 1.079, C10 1.501

Summary:
net charge = 0
frontier orbital gap = 8.2 eV
highest occupied orbital energy = -8.26 eV

Atom-resolved charges from Mulliken, all expressed in e: 0.37 0.45 0.35 -0.61 0.35 -0.33 -0.39 -0.41 0.35 0.82 0.52 -0.06 -1.40

---

(2)
The following is a quantum chemistry calculation of a single C6H6O molecule, from the Open Molecules 2025 dataset.

Last columns: bonded neighbours and bond lengths (Å).
Cartesian coordinates (Å):
1 H 0.0725 -1.3232 -1.5208  C12 1.099
2 O -1.6345 -0.5100 -0.7126  C4 1.417, C12 1.411
3 H -0.2771 -1.8326 0.1599  C12 1.100
4 C -1.7409 0.8010 -0.1865  O2 1.417, H6 1.099, C7 1.512, H11 1.105
5 H 3.7582 -1.1489 1.0994  C10 1.072
6 H -2.2490 1.4296 -0.9312  C4 1.099
7 C -0.3279 1.2084 0.1670  C4 1.512, C8 1.336, H9 1.085
8 C 0.4846 0.1588 0.0182  C7 1.336, C12 1.513, C13 1.436
9 H -0.0895 2.1944 0.5520  C7 1.085
10 C 2.8672 -0.6494 0.7748  H5 1.072, C13 1.209
11 H -2.3784 0.8017 0.7161  C4 1.105
12 C -0.3184 -0.9917 -0.5486  H1 1.099, O2 1.411, H3 1.100, C8 1.513
13 C 1.8332 -0.1380 0.4123  C8 1.436, C10 1.209

Summary:
structure (SMILES) = C#CC1=CCOC1
net charge = 0
frontier orbital gap = 10.0 eV
highest occupied orbital energy = -9.01 eV

Atom-resolved charges from Mulliken, all expressed in e: 0.26 -0.37 0.25 -0.36 0.39 0.26 -0.50 0.47 0.41 -0.11 0.22 -0.44 -0.48

---

(3)
The following is a quantum chemistry calculation of a single C6H6O molecule at a distorted geometry, from the Open Molecules 2025 dataset.

Last columns: bonded neighbours and bond lengths (Å).
Cartesian coordinates (Å):
1 C 0.0307 -0.9835 0.0633  C3 1.341, H5 1.101, C6 1.502
2 H 2.7092 -1.4578 -0.2099  C4 1.087
3 C 1.0308 -0.0928 0.0072  C1 1.341, C4 1.470, C12 1.516
4 C 2.4645 -0.4154 -0.0238  H2 1.087, C3 1.470, H7 1.104, H11 1.108
5 H 0.1491 -2.0767 0.0031  C1 1.101
6 C -1.2695 -0.2324 0.0477  C1 1.502, O9 1.211, C13 1.493
7 H 2.9555 -0.0819 0.9069  C4 1.104
8 H 1.0829 2.1786 -0.0389  C12 1.080
9 O -2.3898 -0.6802 -0.0580  C6 1.211
10 H -1.6280 1.9807 -0.0715  C13 1.073
11 H 2.9469 0.1431 -0.8500  C4 1.108
12 C 0.4477 1.3064 0.0012  C3 1.516, H8 1.080, C13 1.338
13 C -0.8870 1.2104 0.0251  C6 1.493, H10 1.073, C12 1.338

Summary:
structure (SMILES) = CC1=CC(=O)C=C1
net charge = 0
frontier orbital gap = 8.6 eV
highest occupied orbital energy = -9.15 eV

Atom-resolved charges from Mulliken, all expressed in e: -0.80 0.33 0.84 -1.13 0.34 0.63 0.27 0.41 -0.54 0.42 0.31 -0.58 -0.50

---

(4)
The following is a quantum chemistry calculation of a single C6H6O molecule, from the Open Molecules 2025 dataset.

Last columns: bonded neighbours and bond lengths (Å).
Cartesian coordinates (Å):
1 H -1.5033 -1.4890 -0.2929  C4 1.093
2 H 1.3635 -1.9546 3.0413  C6 1.069
3 C 0.7154 -0.8861 1.1438  C6 1.204, C13 1.470
4 C -1.2674 -0.4213 -0.2863  H1 1.093, O8 1.403, H12 1.099, C13 1.547
5 C 1.2402 2.1067 -0.7571  H7 1.068, C11 1.204
6 C 1.0498 -1.4486 2.1539  H2 1.069, C3 1.204
7 H 1.6821 3.0166 -1.0994  C5 1.068
8 O -1.6974 0.0977 -1.5164  C4 1.403, H10 0.967
9 H 0.6927 -0.8786 -0.9479  C13 1.096
10 H -1.5188 1.0482 -1.5087  O8 0.967
11 C 0.7676 1.0682 -0.3719  C5 1.204, C13 1.473
12 H -1.7904 0.0349 0.5662  C4 1.099
13 C 0.2662 -0.2942 -0.1245  C3 1.470, C4 1.547, H9 1.096, C11 1.473

Summary:
structure (SMILES) = C#CC(C#C)CO
net charge = 0
frontier orbital gap = 10.9 eV
highest occupied orbital energy = -10.01 eV

Atom-resolved charges from Mulliken, all expressed in e: 0.33 0.43 -0.85 -0.71 0.19 0.20 0.43 -0.50 0.16 0.33 -1.01 0.32 0.69

---

(5)
The following is a quantum chemistry calculation of a single C6H6O molecule, from the Open Molecules 2025 dataset.

Last columns: bonded neighbours and bond lengths (Å).
Cartesian coordinates (Å):
1 H 0.0265 -2.2101 1.3431  C11 1.077
2 H 2.2930 2.2137 1.1858  C12 1.070
3 O -1.9705 0.6000 1.0793  H4 0.964, C10 1.338
4 H -1.5991 0.9163 1.9112  O3 0.964
5 H -1.1978 -1.3599 -1.3908  C9 1.095
6 C 1.2108 0.8723 -0.2959  C7 1.469, C12 1.203
7 C 0.5022 0.0236 -1.2638  C6 1.469, H8 1.097, C9 1.537, H13 1.097
8 H 1.2282 -0.5969 -1.8032  C7 1.097
9 C -0.5986 -0.8434 -0.6332  H5 1.095, C7 1.537, C10 1.468, C11 1.525
10 C -1.2230 -0.4117 0.6229  O3 1.338, C9 1.468, C11 1.293
11 C -0.4748 -1.4580 0.7566  H1 1.077, C9 1.525, C10 1.293
12 C 1.7734 1.5795 0.4983  H2 1.070, C6 1.203
13 H 0.0296 0.6746 -2.0102  C7 1.097

Summary:
structure (SMILES) = C#CC[C@H]1C=C1O
net charge = 0
frontier orbital gap = 9.8 eV
highest occupied orbital energy = -9.05 eV

Atom-resolved charges from Mulliken, all expressed in e: 0.35 0.39 -0.51 0.34 0.37 -0.49 -0.57 0.30 -0.38 0.17 -0.35 0.09 0.27

---

(6)
The following is a quantum chemistry calculation of a single C6H6O molecule at a distorted geometry, from the Open Molecules 2025 dataset.

Last columns: bonded neighbours and bond lengths (Å).
Cartesian coordinates (Å):
1 C -0.4942 -0.9207 -1.2459  C5 1.304, H8 1.122, O11 1.626
2 H 1.4070 1.0548 1.8851  C12 1.130
3 C 1.5378 -0.0625 0.1280  C5 1.566, H9 1.217, C12 1.341
4 H -0.9763 2.0987 0.9722  C10 1.120
5 C 0.7680 -0.6174 -1.1183  C1 1.304, C3 1.566, H13 1.066
6 H -2.5760 -0.0691 0.7826  C7 1.068
7 C -1.5849 0.1966 0.4853  H6 1.068, C10 1.311, O11 1.455
8 H -1.0979 -1.1963 -2.1509  C1 1.122
9 H 2.6733 -0.4109 0.3944  C3 1.217
10 C -0.6298 1.0656 0.7132  H4 1.120, C7 1.311, C12 1.532
11 O -1.1407 -1.1640 0.2263  C1 1.626, C7 1.455
12 C 0.8331 0.6983 0.9789  H2 1.130, C3 1.341, C10 1.532
13 H 1.2805 -0.6730 -2.0511  C5 1.066

Summary:
structure (SMILES) = C1=CC=COC=C1
net charge = 0
frontier orbital gap = 10.2 eV
highest occupied orbital energy = -9.16 eV

Atom-resolved charges from Mulliken, all expressed in e: -0.48 0.32 -0.32 0.31 -0.08 0.45 -0.18 0.33 0.23 -0.54 -0.40 -0.02 0.38